C33H63N3O9 | ωB97M-V with the def2-TZVPD basis set

Output
HOMO level: -9.9133 eV
Spin multiplicity: 1
Relative energy (zero: lowest compared OMol25 entry of this formula, charge and spin): 0.0 kcal per mole

Last column: Mulliken charge in e.
CARTESIAN COORDINATES (ANGSTROEM)
1 C 4.60 7.10 2.60  -1.1078
2 C 5.16 5.67 2.91  -0.5108
3 C 4.55 4.58 1.98  0.5010
4 C 5.44 4.14 0.80  -0.4670
5 C 6.84 3.61 1.21  -0.3328
6 C 7.71 3.08 0.04  -0.8599
7 C 7.68 1.54 -0.18  -0.8737
8 C 6.29 0.87 0.01  -0.7227
9 C 6.08 0.26 1.43  -0.9367
10 C 4.59 -0.02 1.75  -0.5739
11 C 4.17 0.43 3.18  -1.3489
12 C 2.84 1.30 3.18  0.2611
13 C 1.64 0.35 3.41  -1.2186
14 C 0.32 0.82 2.76  -0.7547
15 C 0.41 1.08 1.24  -1.0611
16 C -0.77 1.98 0.77  2.4207
17 C -2.06 1.35 1.26  -0.8559
18 N -3.05 0.98 1.62  -0.3837
19 C -0.89 1.94 -0.79  -1.2183
20 C 0.43 2.04 -1.48  0.2188
21 N 1.49 2.14 -1.82  -0.4232
22 C -0.70 3.43 1.29  -1.5659
23 N 0.35 4.22 0.61  -0.1328
24 C 0.23 5.59 1.18  -1.0150
25 H 3.52 6.98 2.40  0.2518
26 H 5.12 7.58 1.76  0.2895
27 H 4.74 7.71 3.50  0.3702
28 H 6.26 5.72 2.87  0.2302
29 H 4.83 5.44 3.94  0.3756
30 H 3.65 5.04 1.53  0.1757
31 H 4.16 3.70 2.53  -0.5653
32 H 5.61 5.01 0.13  0.2648
33 H 4.87 3.41 0.20  0.1680
34 H 7.38 4.48 1.63  0.3511
35 H 6.74 2.91 2.05  0.2153
36 H 7.49 3.64 -0.89  0.3767
37 H 8.75 3.34 0.28  0.3100
38 H 8.42 0.99 0.42  0.3528
39 H 7.97 1.38 -1.23  0.3315
40 H 5.45 1.50 -0.31  0.2671
41 H 6.28 0.00 -0.67  0.5263
42 H 6.62 -0.70 1.40  0.3316
43 H 6.58 0.85 2.22  0.6196
44 H 4.47 -1.12 1.74  0.3924
45 H 3.91 0.35 0.97  0.3986
46 H 3.93 -0.45 3.79  0.4996
47 H 4.94 1.02 3.71  0.5150
48 H 2.96 2.07 3.97  0.5538
49 H 2.83 1.82 2.21  -0.2795
50 H 1.46 0.33 4.50  0.2983
51 H 1.86 -0.70 3.14  0.4733
52 H -0.42 0.02 2.91  0.3485
53 H -0.04 1.69 3.33  0.3931
54 H 1.33 1.60 0.92  0.2742
55 H 0.39 0.12 0.69  0.5007
56 H -1.36 0.99 -1.11  0.5780
57 H -1.56 2.74 -1.16  0.4499
58 H -0.47 3.50 2.37  0.4749
59 H -1.69 3.90 1.15  0.5516
60 H 0.09 4.33 -0.37  0.1956
61 H -0.80 5.96 1.05  0.4407
62 H 0.93 6.24 0.64  0.3416
63 H 0.48 5.61 2.25  0.2717
64 C -5.11 -1.14 1.63  -0.9937
65 C -5.38 -2.07 0.46  -0.1640
66 O -5.55 -3.43 0.90  -0.3625
67 C -6.73 -3.71 1.45  0.7972
68 O -7.65 -2.95 1.59  -0.5578
69 O -6.72 -5.00 1.82  -0.3423
70 C -7.90 -5.41 2.51  -0.6506
71 H -4.27 -1.50 2.22  0.2433
72 H -4.90 -0.14 1.28  0.3273
73 H -5.97 -1.09 2.29  0.3592
74 H -4.51 -2.08 -0.20  0.2610
75 H -6.24 -1.75 -0.13  0.3126
76 H -8.79 -5.19 1.94  0.2926
77 H -7.94 -4.94 3.49  0.3532
78 H -7.83 -6.49 2.65  0.1767
79 C -7.44 -7.85 -0.70  -0.9574
80 C -8.57 -8.35 0.19  -0.0527
81 O -9.31 -9.40 -0.45  -0.3690
82 C -8.72 -10.60 -0.46  0.7505
83 O -7.65 -10.87 0.03  -0.5505
84 O -9.53 -11.44 -1.11  -0.3471
85 C -8.97 -12.75 -1.28  -0.6371
86 H -7.83 -7.56 -1.67  0.2970
87 H -6.95 -6.99 -0.24  0.2291
88 H -6.70 -8.63 -0.87  0.3153
89 H -9.28 -7.54 0.37  0.2358
90 H -8.20 -8.68 1.16  0.2700
91 H -8.66 -13.17 -0.32  0.2946
92 H -8.14 -12.72 -1.97  0.2932
93 H -9.76 -13.38 -1.70  0.2246
94 C -0.21 2.76 -5.40  -1.0434
95 C 0.84 1.69 -5.21  -0.0397
96 O 1.11 0.99 -6.43  -0.3913
97 C 1.88 1.65 -7.31  0.7428
98 O 2.36 2.74 -7.15  -0.5489
99 O 2.01 0.88 -8.40  -0.3499
100 C 2.73 1.51 -9.46  -0.6367
101 H -1.11 2.34 -5.85  0.3047
102 H -0.47 3.22 -4.45  0.2818
103 H 0.15 3.54 -6.07  0.3148
104 H 0.47 0.94 -4.51  0.2265
105 H 1.76 2.09 -4.79  0.3284
106 H 3.70 1.86 -9.12  0.2942
107 H 2.14 2.33 -9.88  0.2917
108 H 2.88 0.75 -10.23  0.2241


C3H4HoO | ωB97M-V with the def2-TZVPD basis set

Output
HOMO level (alpha / beta): -17.1266 / -17.1940 eV
Net charge: +2
Spin multiplicity: 6

Last column: Mulliken spin population.
CARTESIAN COORDINATES (ANGSTROEM)
1 C -2.23 -1.13 -0.09  0.0032
2 C -2.68 0.31 -0.09  0.0077
3 C -1.27 0.12 0.15  -0.1348
4 O -0.16 0.53 -0.16  -0.1074
5 Ho 2.24 0.05 0.29  5.2335
6 H -2.20 -1.67 -1.03  -0.0009
7 H -2.33 -1.72 0.82  -0.0018
8 H -3.00 0.78 -1.02  0.0003
9 H -2.55 1.04 0.88  0.0001


C15H18N4O10Pt | ωB97M-V with the def2-TZVPD basis set

Output
HOMO level: -8.1856 eV
Spin multiplicity: 1
Relative energy (zero: lowest compared OMol25 entry of this formula, charge and spin): 10.1 kcal per mole

Last column: Mulliken charge in e.
CARTESIAN COORDINATES (ANGSTROEM)
1 Pt -0.19 0.26 -0.30  1.1505
2 C 4.85 2.13 0.86  -1.0443
3 N 4.45 1.01 0.03  0.0973
4 C 5.46 -0.01 -0.18  -0.9462
5 C 3.15 0.90 -0.33  0.5801
6 O 2.30 1.72 -0.08  -0.6499
7 C 2.81 -0.34 -1.16  -0.9050
8 O 1.42 -0.43 -1.41  -0.3664
9 C 0.97 -1.33 -2.40  -0.7691
10 C -0.46 -0.83 -2.79  0.8656
11 O -0.93 0.22 -2.28  -0.7910
12 N -1.12 -1.51 -3.71  0.1216
13 C -0.67 -2.77 -4.26  -0.9445
14 C -2.47 -1.09 -4.08  -1.0094
15 H 5.71 2.63 0.41  0.3215
16 H 5.13 1.78 1.86  0.3495
17 H 4.02 2.82 0.94  0.3100
18 H 6.41 0.48 -0.40  0.3411
19 H 5.22 -0.65 -1.02  0.3415
20 H 5.60 -0.63 0.71  0.3058
21 H 3.13 -1.26 -0.65  0.4228
22 H 3.34 -0.27 -2.12  0.5499
23 H 1.02 -2.36 -2.02  0.3609
24 H 1.59 -1.25 -3.30  0.5437
25 H 0.41 -2.90 -4.15  0.3513
26 H -0.90 -2.79 -5.32  0.3349
27 H -1.17 -3.60 -3.78  0.3194
28 H -2.68 -0.12 -3.65  0.3224
29 H -3.19 -1.82 -3.71  0.3512
30 H -2.54 -1.04 -5.17  0.3285
31 O 0.30 -1.04 3.50  -0.6995
32 C -0.18 -0.49 2.52  0.6178
33 O 0.48 -0.47 1.40  -0.8000
34 C -1.55 0.17 2.64  0.1225
35 C -2.09 0.08 3.91  -0.6388
36 C -3.32 0.63 4.20  -0.4677
37 C -4.07 1.29 3.24  -0.0458
38 C -3.56 1.40 1.96  -0.6420
39 C -2.28 0.85 1.59  1.2608
40 O -1.88 0.99 0.38  -0.7752
41 N -4.42 2.12 1.00  1.0884
42 O -5.48 2.54 1.43  -0.6774
43 O -4.05 2.27 -0.14  -0.6435
44 N -3.87 0.51 5.55  1.0794
45 O -3.20 -0.08 6.38  -0.6400
46 O -4.96 1.01 5.77  -0.6435
47 H -1.52 -0.43 4.67  0.6173
48 H -5.03 1.71 3.47  0.6435


C7H11F3N3 | ωB97M-V with the def2-TZVPD basis set

Output
HOMO level (alpha / beta): -11.3804 / -11.3799 eV
Net charge: +1
Spin multiplicity: 1
Relative energy (zero: lowest compared OMol25 entry of this formula, charge and spin): 33.9 kcal per mole

Last column: Mulliken charge in e.
CARTESIAN COORDINATES (ANGSTROEM)
1 C 0.57 2.03 -1.37  -0.5180
2 C 0.89 1.22 -0.26  -0.1408
3 C -1.25 1.66 -0.16  0.4303
4 C -2.61 1.47 0.30  -1.1726
5 C 2.89 -1.26 0.61  -0.5994
6 C 0.57 -1.55 0.59  -0.7613
7 C -0.56 -2.48 0.09  0.7725
8 N -0.77 2.20 -1.33  -0.0778
9 N -0.23 1.23 0.48  0.1143
10 N 1.82 -1.77 0.09  0.0634
11 F -1.85 -1.68 0.13  -0.3133
12 F -0.44 -2.74 -1.24  -0.2727
13 F -0.75 -3.61 0.81  -0.2249
14 H 1.19 2.41 -2.16  0.4465
15 H -2.80 0.42 0.48  0.2665
16 H -2.65 2.01 1.24  0.3599
17 H -3.36 1.89 -0.35  0.3809
18 H 1.89 0.91 0.16  0.3889
19 H 2.95 -1.02 1.63  0.3469
20 H 3.82 -1.27 0.10  0.3090
21 H 0.54 -1.38 1.70  0.4204
22 H -1.35 2.69 -2.04  0.2533
23 H -0.37 0.75 1.33  0.2972
24 H 1.84 -2.11 -0.84  0.2307


| no. | calculated total energy (a.u.) |
| --- | --- |
| 1 | -2136.592605 |
| 2 | -1139.091696 |
| 3 | -1672.919143 |
| 4 | -736.886606 |